1.
Below is the ion C6H11N4 with charge +1 in a non-equilibrium geometry, with properties calculated with wB97M-V/def2-TZVPD.

Results
Energy above the lowest of the compared OMol25 structures with the same formula, charge and spin: 4.5199 eV
Strongest force on any atom: 2.74 eV Å⁻¹
Frontier orbital gap (spin up / spin down): 8.217 / 8.217 eV

```
! RIJCOSX wB97M-V def2-TZVPD def2/J DEFGRID3
* xyz 1 1
C -0.60852 0.87439 0.10405
C -1.83386 0.47276 -0.31075
C 0.49805 -0.12945 0.13288
C 2.79985 -0.23934 -0.67819
C -3.03566 1.26879 -0.18382
C 0.36733 -1.14283 1.28607
N 1.74008 0.25812 -0.17354
N -1.95156 -0.86623 -0.76179
N -1.04121 -1.64435 -0.65388
N 3.97068 0.39453 -0.75382
H -0.54809 1.91954 0.37574
H 2.82670 -1.15723 -1.26905
H -3.97419 0.84186 -0.64440
H -3.28924 1.27115 0.84895
H -2.76048 2.26829 -0.30485
H 1.23250 -1.86069 1.51248
H 0.24074 -0.57304 2.19267
H -0.52060 -1.88012 1.12479
H -2.97933 -1.21530 -0.91321
H 4.91917 -0.06857 -0.82256
H 3.94765 1.20773 -0.10776
*
```

2.
Below is an isolated molecule of C6H11N4O4P in a non-equilibrium geometry, with properties calculated with wB97M-V/def2-TZVPD.

Results
Strongest force on any atom: 5.09 eV Å⁻¹
Frontier orbital gap: 8.992 eV

```
! RIJCOSX wB97M-V def2-TZVPD def2/J DEFGRID3
* xyz 0 1
C 1.28716 -0.08951 2.28549
C -1.76979 0.49329 2.61423
C 1.25719 -2.02957 0.74274
C 0.96214 -1.42973 -1.69824
C 0.44562 2.05560 -0.85284
C -1.57392 1.13935 -1.87947
N -1.94474 -0.79792 0.61935
N 0.21618 0.40032 1.59837
N 0.45423 -1.41784 -0.33399
N -0.63082 1.05629 -0.80378
O 1.73810 0.23416 3.32038
O -1.84014 1.03575 3.63011
O 2.01780 -1.06040 1.54778
O -2.44075 -0.14998 1.81875
P -0.49178 -0.25328 0.32791
H 0.45845 -2.51882 1.49862
H 1.95480 -2.63340 0.29362
H 0.81058 -2.37565 -2.28737
H 0.35902 -0.60122 -2.06422
H 2.02816 -1.37720 -1.68069
H -0.06333 2.99680 -1.06112
H 1.03865 2.06335 0.15442
H 1.18180 1.83723 -1.62640
H -1.02723 0.85508 -2.74919
H -2.38692 0.43635 -1.42232
H -2.04046 2.13095 -1.99213
*
```

3.
Below is the ion C6H11N4S with charge +1 in a non-equilibrium geometry, with properties calculated with wB97M-V/def2-TZVPD.

Results
Energy above the lowest of the compared OMol25 structures with the same formula, charge and spin: 3.7015 eV
SMILES: CC1=C(C#N)[C@@H](N)N(S)[N@H+]1C
Strongest force on any atom: 3.48 eV Å⁻¹
Frontier orbital gap: 10.366 eV

```
! RIJCOSX wB97M-V def2-TZVPD def2/J DEFGRID3
* xyz 1 1
C -0.02889 -0.04589 2.42497
C 0.20263 0.25746 1.00256
C 1.19505 0.90363 0.38070
C 2.33944 1.48693 0.95316
N 3.27064 1.99417 1.38166
C 0.91642 0.95961 -1.11257
N 1.58522 -0.14437 -1.76764
N -0.52429 0.80300 -1.04127
S -1.60655 0.89898 -2.55001
N -0.81304 -0.13552 -0.01112
C -0.70697 -1.56381 -0.38444
H -1.06300 0.14824 2.70732
H 0.62430 0.57344 3.03622
H 0.19435 -1.08886 2.65421
H 1.11458 1.94893 -1.54982
H 2.55380 -0.21338 -1.46842
H 1.58034 -0.03938 -2.77852
H -2.15274 2.05614 -2.17277
H -1.76524 0.04213 0.33819
H 0.27289 -1.72488 -0.83649
H -0.82594 -2.18597 0.49994
H -1.48164 -1.80703 -1.10950
*
```

4.
Below is the ion C6H11N5 with charge +2 in a non-equilibrium geometry, with properties calculated with wB97M-V/def2-TZVPD.

Results
Energy above the lowest of the compared OMol25 structures with the same formula, charge and spin: 2.3283 eV
SMILES: C[N@@H+]1C=CN2C(=[NH2+])NC=N[C@H]21
Strongest force on any atom: 4.53 eV Å⁻¹
Frontier orbital gap: 9.896 eV

```
! RIJCOSX wB97M-V def2-TZVPD def2/J DEFGRID3
* xyz 2 1
C 2.82803 0.64708 -0.42900
N 1.73131 0.16814 0.34997
C 1.57267 -1.28566 0.32950
C 0.28629 -1.64759 0.32887
N -0.51422 -0.58447 -0.01645
C -1.87483 -0.39071 -0.12308
N -2.77156 -1.35290 -0.17542
N -2.27730 0.85253 -0.15700
C -1.45239 1.86505 0.33572
N -0.22588 1.73761 0.29795
C 0.35058 0.58308 -0.22061
H 2.75507 0.21727 -1.43092
H 2.96081 1.73810 -0.52963
H 3.82884 0.43495 -0.09523
H 1.65372 0.39277 1.42845
H 2.23332 -1.85815 0.83996
H -0.18398 -2.51241 0.70944
H -3.65835 -1.05687 -0.47212
H -2.88494 -2.35220 -0.01834
H -3.20606 0.99670 -0.37842
H -1.86251 2.80227 0.74030
H 0.71136 0.60539 -1.31393
*
```

5.
Below is a structure of composition C6H11N5PPb in a non-equilibrium geometry, with properties calculated with wB97M-V/def2-TZVPD.

Results
Strongest force on any atom: 2.45 eV Å⁻¹
Frontier orbital gap (spin up / spin down): 4.218 / 3.637 eV

```
! RIJCOSX wB97M-V def2-TZVPD def2/J DEFGRID3
* xyz -1 1
C 0.71788 0.01432 -3.33068
C -0.53217 -0.64619 -3.22085
C -0.33399 -1.83426 -2.43218
C 1.04271 -1.90416 -2.08961
C 1.71855 -0.78106 -2.66645
Pb 0.12070 0.18966 -0.77813
P -0.43563 2.87707 -0.44795
H 0.89078 0.95534 -3.81101
H -1.47878 -0.26483 -3.56916
H -1.10817 -2.50937 -2.10210
H 2.76350 -0.51069 -2.52981
H 1.49848 -2.65245 -1.47594
H -1.41527 2.76550 0.65702
H -0.96505 3.37921 -1.72089
H 0.85837 3.43100 0.05204
N -1.43739 -1.04687 4.42467
N -0.69763 -0.45257 3.47279
N 0.39485 0.35608 3.75481
C 0.83016 0.57788 2.52298
N 0.14316 -0.07894 1.57660
N -0.89118 -0.72357 2.18497
H -2.17415 -1.61877 3.95232
H -1.11333 -0.77475 5.34102
H 1.60361 1.25242 2.23554
*
```

6.
Below is the ion C6H11N6 with charge +1 in a non-equilibrium geometry, with properties calculated with wB97M-V/def2-TZVPD.

Results
Energy above the lowest of the compared OMol25 structures with the same formula, charge and spin: 0.1236 eV
SMILES: [H]/N=C1\N=CN\C1=C(/N)NC(C)=[NH2+]
Strongest force on any atom: 6.05 eV Å⁻¹
Frontier orbital gap: 7.870 eV

```
! RIJCOSX wB97M-V def2-TZVPD def2/J DEFGRID3
* xyz 1 1
H -0.61437 -2.78891 0.21168
N -0.38268 -1.83003 0.24732
C -1.41348 -1.13098 0.07119
N -2.72135 -1.43147 -0.33292
C -3.31710 -0.33487 -0.51417
N -2.55451 0.82694 -0.22542
C -1.34059 0.36598 0.11834
C -0.25049 1.06018 0.41545
N -0.39494 2.43045 0.59529
N 1.06410 0.66497 0.63982
C 1.73260 -0.18144 -0.09602
C 2.95459 -0.89173 0.42201
N 1.36685 -0.55886 -1.35602
H -4.39662 -0.24222 -0.82921
H -2.67661 1.80656 -0.43012
H -1.35133 2.86205 0.82249
H 0.46710 2.95353 0.85295
H 1.42009 0.92658 1.57094
H 3.35169 -0.42206 1.31496
H 3.67454 -0.86364 -0.43183
H 2.84214 -1.89964 0.53896
H 1.87231 -1.24445 -1.74377
H 0.66806 -0.07694 -1.86191
*
```

7.
Below is a cluster of 2 separate species, C6H11NO in total in a non-equilibrium geometry, with properties calculated with wB97M-V/def2-TZVPD.

Results
Expectation value of S²: 0.75
Energy above the lowest of the compared OMol25 structures with the same formula, charge and spin: 0.1401 eV
Strongest force on any atom: 1.02 eV Å⁻¹
Frontier orbital gap (spin up / spin down): 2.619 / 8.073 eV

```
! RIJCOSX wB97M-V def2-TZVPD def2/J DEFGRID3
* xyz -1 2
C 0.33778 -0.56333 -1.58938
C -1.02141 -0.43466 -1.61870
N -1.38608 0.41664 -0.62615
C -0.27562 0.81639 0.07247
C 0.82094 0.23572 -0.50716
C 2.23965 0.36149 -0.07252
C -0.32491 1.67962 1.28452
H 0.92743 -1.19847 -2.22471
H -1.75047 -0.79182 -2.32700
H -2.31075 0.76452 -0.39832
H 2.71979 -0.61980 0.06372
H 2.86743 0.78125 -0.87317
H 2.32918 0.97035 0.81704
H 0.02034 2.69511 1.06530
H 0.45138 1.37272 1.99835
H -1.29264 1.62636 1.78635
H -0.74312 -1.73584 1.18572
H 0.48322 -2.37445 1.85879
O -0.43284 -2.12645 2.01476
*
```

8.
Below is a structure of composition C6H11NO in a non-equilibrium geometry, with properties calculated with wB97M-V/def2-TZVPD.

Results
Energy above the lowest of the compared OMol25 structures with the same formula, charge and spin: 3.2640 eV
Strongest force on any atom: 4.06 eV Å⁻¹
Frontier orbital gap: 7.975 eV

```
! RIJCOSX wB97M-V def2-TZVPD def2/J DEFGRID3
* xyz 0 1
C -1.18735 1.00166 1.19636
C 0.40060 0.74706 -1.51397
C -0.21800 -1.72606 -1.39404
C 0.35199 -0.10225 1.56162
C -0.32368 -0.35593 -0.80993
N 1.45433 0.71256 1.41169
C -1.10623 -0.14219 0.31454
O 0.34580 -1.05086 2.30812
H 2.11874 0.62553 2.16320
H 1.31839 1.65386 1.08339
H -1.88381 0.91773 2.01911
H -0.85104 1.96770 0.83976
H -1.67214 -0.99936 0.65903
H 0.38489 0.57917 -2.59255
H 1.46138 0.77013 -1.21385
H -0.03858 1.72883 -1.31450
H 0.59932 -1.81778 -2.12331
H -1.11547 -2.01032 -1.95364
H -0.03911 -2.49948 -0.64103
*
```

9.
Below is an isolated molecule of C6H11NO, with properties calculated with wB97M-V/def2-TZVPD.

Results
Energy above the lowest of the compared OMol25 structures with the same formula, charge and spin: 2.2642 eV
SMILES: C=N/C=C/CCCO
Strongest force on any atom: 0.86 eV Å⁻¹
Frontier orbital gap: 9.693 eV

```
! RIJCOSX wB97M-V def2-TZVPD def2/J DEFGRID3
* xyz 0 1
C 0.31589 -2.77153 -2.86469
N 0.48119 -2.92511 -1.63435
C -0.13431 -2.06892 -0.70067
C 0.53360 -1.09061 -0.10898
C 0.01080 -0.18162 0.95908
C -0.21431 1.24205 0.44964
C -0.30781 2.29039 1.56544
O -0.16344 3.57733 1.00200
H -0.30071 -1.98016 -3.31289
H 0.81201 -3.45035 -3.56231
H -1.18555 -2.25308 -0.46393
H 1.59268 -1.01915 -0.30501
H -0.91023 -0.55932 1.39237
H 0.65823 -0.15486 1.83881
H -1.14393 1.32408 -0.11093
H 0.59197 1.55283 -0.21846
H 0.42854 2.11519 2.36532
H -1.27304 2.16381 2.05557
H 0.20842 4.18902 1.65399
*
```

10.
Below is a structure of composition C6H11NO in a non-equilibrium geometry, with properties calculated with wB97M-V/def2-TZVPD.

Results
Energy above the lowest of the compared OMol25 structures with the same formula, charge and spin: 8.1647 eV
Strongest force on any atom: 6.88 eV Å⁻¹
Frontier orbital gap: 9.754 eV

```
! RIJCOSX wB97M-V def2-TZVPD def2/J DEFGRID3
* xyz 0 1
C -0.36209 0.19262 -0.96831
C -1.33584 -0.53287 0.13156
C -2.28205 0.26208 0.65648
C 1.15082 -0.26772 -0.72510
C 1.19916 -1.39881 0.27493
C 1.90611 -0.06652 0.56729
H -1.09425 2.03468 -0.09510
H -1.51907 1.79803 -1.86031
H -0.69703 -0.28817 -1.85522
H -1.08456 -1.56815 0.37832
H -2.19122 1.35944 0.55631
H -2.88230 -0.21877 1.36586
H 1.60611 -0.50913 -1.66675
H -0.03128 -1.65913 0.54212
H 1.69781 -2.30387 -0.24007
H 3.18236 -0.31902 0.77165
H 1.94550 0.96134 2.16276
N -0.60306 1.59435 -1.23198
O 1.39488 0.92962 1.23557
*
```

11.
Below is a cluster of 2 separate species, C6H11NO in total in a non-equilibrium geometry, with properties calculated with wB97M-V/def2-TZVPD.

Results
Energy above the lowest of the compared OMol25 structures with the same formula, charge and spin: 2.7376 eV
SMILES: C=CN=C.CCC=O
Strongest force on any atom: 2.21 eV Å⁻¹
Frontier orbital gap: 10.070 eV

```
! RIJCOSX wB97M-V def2-TZVPD def2/J DEFGRID3
* xyz 0 1
C 2.49352 0.19080 -1.37059
C 2.53715 -0.33149 -0.13286
N 1.95932 0.19299 1.03273
C 2.16002 1.42944 1.30060
H 2.07801 1.16905 -1.61783
H 2.97212 -0.34552 -2.19768
H 3.21673 -1.17896 -0.01287
H 1.59900 1.94698 2.14410
H 2.89938 1.97560 0.70364
C -2.03692 -0.92905 -1.72532
C -1.44350 -0.57352 -0.39122
C -2.43353 0.15692 0.40909
O -2.88388 -0.14126 1.50708
H -2.86193 -1.62392 -1.68756
H -1.27463 -1.44582 -2.33733
H -2.39127 -0.05207 -2.27204
H -1.09469 -1.44804 0.13992
H -0.59921 0.10609 -0.55677
H -2.84815 1.01710 -0.12955
*
```

12.
Below is a structure of composition C6H11NO in a non-equilibrium geometry, with properties calculated with wB97M-V/def2-TZVPD.

Results
Energy above the lowest of the compared OMol25 structures with the same formula, charge and spin: 2.4787 eV
Strongest force on any atom: 5.00 eV Å⁻¹
Frontier orbital gap: 9.234 eV

```
! RIJCOSX wB97M-V def2-TZVPD def2/J DEFGRID3
* xyz 0 1
C -1.32025 -1.20777 0.38223
C 0.12164 -0.37484 -1.01798
C 0.23309 -0.12403 0.56133
C -0.11886 0.98507 -1.85284
C -0.12435 1.23344 1.08957
C 1.28871 -0.85358 1.32938
N -1.04713 -1.27932 -0.93533
O -2.16671 -1.59679 1.11569
H 1.06326 -0.88544 -1.46440
H -0.61102 1.75029 -1.13274
H -0.94285 0.76008 -2.58037
H 0.91226 1.29747 -2.20935
H -0.91237 1.70846 0.60816
H 0.60958 1.99401 0.91804
H -0.06545 1.13052 2.23343
H 2.24544 -0.72540 0.91588
H 1.31060 -1.93603 1.32709
H 1.33140 -0.43125 2.33586
H -1.80697 -1.44489 -1.62366
*
```